[1]
{"formula": "C36H80N8O8", "method": "ωB97M-V with the def2-TZVPD basis set", "e_above_lowest_kcal_mol": 0.0, "smiles": "CC1(C)CCCC(C)(C)N1O.CC1(C)CCCC(C)(C)N1O.CNC(C)=O.CNC(C)=O.CNC(C)=O.CNC(C)=O.CNC(C)=O.CNC(C)=O", "charge": 0, "lumo_ev": 0.107, "species": ["C", "C", "O", "N", "C", "H", "H", "H", "H", "H", "H", "H", "C", "C", "O", "N", "C", "H", "H", "H", "H", "H", "H", "H", "C", "C", "O", "N", "C", "H", "H", "H", "H", "H", "H", "H", "C", "C", "O", "N", "C", "H", "H", "H", "H", "H", "H", "H", "C", "C", "O", "N", "C", "H", "H", "H", "H", "H", "H", "H", "C", "C", "O", "N", "C", "H", "H", "H", "H", "H", "H", "H", "C", "C", "C", "C", "C", "C", "N", "O", "C", "C", "C", "H", "H", "H", "H", "H", "H", "H", "H", "H", "H", "H", "H", "H", "H", "H", "H", "H", "H", "H", "C", "C", "C", "C", "C", "C", "N", "O", "C", "C", "C", "H", "H", "H", "H", "H", "H", "H", "H", "H", "H", "H", "H", "H", "H", "H", "H", "H", "H", "H"], "xyz": [[-1.482, 4.459, 0.125], [-0.432, 4.402, 1.208], [0.023, 5.405, 1.731], [0.022, 3.111, 1.488], [1.054, 2.966, 2.525], [-2.243, 5.136, 0.488], [-1.910, 3.501, -0.197], [-1.092, 4.948, -0.760], [-0.384, 2.269, 1.071], [1.348, 3.983, 2.783], [1.901, 2.388, 2.101], [0.818, 2.449, 3.479], [-2.347, -0.768, -0.878], [-1.498, -0.230, 0.269], [-1.292, 0.961, 0.367], [-0.994, -1.140, 1.132], [-0.040, -0.724, 2.194], [-3.085, -0.012, -1.137], [-2.829, -1.671, -0.527], [-1.591, -1.016, -1.616], [-1.065, -2.083, 0.810], [0.884, -0.349, 1.738], [0.200, -1.567, 2.810], [-0.523, 0.099, 2.734], [-3.307, -5.733, 0.335], [-2.410, -4.753, -0.319], [-1.806, -3.888, 0.315], [-2.204, -4.791, -1.681], [-1.225, -3.858, -2.330], [-2.692, -6.543, 0.747], [-3.909, -6.255, -0.424], [-3.899, -5.266, 1.098], [-2.672, -5.469, -2.236], [-0.554, -3.550, -1.554], [-1.659, -3.009, -2.800], [-0.722, -4.352, -3.138], [-3.333, -0.436, 3.409], [-2.311, -0.314, 4.532], [-1.533, -1.243, 4.794], [-2.290, 0.916, 5.176], [-1.355, 1.209, 6.256], [-3.117, 0.291, 2.629], [-4.316, -0.180, 3.767], [-3.290, -1.435, 2.954], [-2.903, 1.623, 4.814], [-1.174, 0.270, 6.780], [-1.677, 2.005, 6.906], [-0.368, 1.583, 5.998], [-8.567, 3.605, -1.471], [-7.102, 3.419, -1.388], [-6.303, 4.066, -2.083], [-6.680, 2.380, -0.508], [-5.274, 1.895, -0.525], [-8.803, 4.536, -2.017], [-8.956, 3.573, -0.474], [-8.976, 2.742, -2.002], [-7.322, 1.829, 0.048], [-5.157, 0.999, -1.166], [-4.930, 1.628, 0.475], [-4.649, 2.669, -0.927], [-6.720, -1.696, 0.016], [-7.247, -0.904, 1.154], [-7.747, 0.200, 0.995], [-7.211, -1.328, 2.481], [-6.689, -2.663, 2.944], [-6.108, -1.083, -0.626], [-7.561, -2.036, -0.605], [-6.171, -2.593, 0.228], [-7.574, -0.620, 3.126], [-7.226, -3.503, 2.506], [-6.781, -2.665, 4.015], [-5.666, -2.855, 2.670], [8.351, 0.951, -0.356], [7.747, -0.008, 0.680], [8.330, 0.149, 2.120], [7.539, -0.604, 3.225], [6.050, -0.239, 3.157], [5.472, -0.431, 1.743], [6.332, 0.327, 0.748], [5.800, 0.101, -0.535], [5.338, -1.877, 1.358], [4.066, 0.197, 1.635], [8.070, -1.460, 0.164], [9.446, 0.975, -0.208], [7.974, 1.951, -0.117], [8.118, 0.733, -1.412], [9.388, -0.211, 2.047], [8.360, 1.211, 2.366], [7.875, -0.356, 4.264], [7.682, -1.682, 3.121], [5.917, 0.808, 3.462], [5.514, -0.944, 3.777], [4.635, -2.388, 1.988], [5.178, -1.962, 0.289], [6.230, -2.459, 1.546], [4.215, 1.264, 1.727], [3.399, -0.143, 0.833], [3.504, -0.079, 2.520], [7.469, -1.693, -0.698], [7.971, -2.106, 1.011], [9.112, -1.452, -0.120], [5.570, 0.996, -0.866], [-0.342, 1.797, -3.335], [0.387, 1.181, -4.586], [1.582, 2.044, -5.016], [2.725, 1.981, -3.961], [3.113, 0.491, -3.708], [1.941, -0.443, -3.363], [0.842, -0.199, -4.332], [-0.244, -0.932, -3.959], [2.342, -1.939, -3.496], [1.440, -0.177, -1.881], [-0.612, 1.075, -5.759], [-1.192, 2.413, -3.655], [0.313, 2.394, -2.681], [-0.713, 1.093, -2.597], [1.996, 1.808, -5.983], [1.150, 3.040, -5.107], [2.312, 2.362, -3.034], [3.608, 2.528, -4.284], [3.874, 0.472, -2.909], [3.597, 0.118, -4.644], [3.034, -2.242, -2.706], [1.495, -2.611, -3.438], [2.635, -2.169, -4.520], [0.601, -0.751, -1.542], [2.227, -0.472, -1.229], [1.066, 0.811, -1.806], [-0.986, 2.060, -6.020], [-1.548, 0.632, -5.429], [-0.104, 0.637, -6.626], [-0.484, -1.505, -4.695]]}

***

[2]
{"formula": "C32H79Cl2N5", "method": "ωB97M-V with the def2-TZVPD basis set", "e_above_lowest_kcal_mol": 469.3, "charge": 0, "lumo_ev": 0.655, "species": ["Cl", "C", "C", "Cl", "H", "H", "H", "H", "C", "C", "N", "C", "C", "C", "C", "H", "H", "H", "H", "H", "H", "H", "H", "H", "H", "H", "H", "H", "H", "H", "C", "C", "N", "C", "C", "C", "C", "H", "H", "H", "H", "H", "H", "H", "H", "H", "H", "H", "H", "H", "H", "H", "C", "C", "N", "C", "C", "C", "C", "H", "H", "H", "H", "H", "H", "H", "H", "H", "H", "H", "H", "H", "H", "H", "C", "C", "N", "C", "C", "C", "C", "H", "H", "H", "H", "H", "H", "H", "H", "H", "H", "H", "H", "H", "H", "H", "C", "C", "N", "C", "C", "C", "C", "H", "H", "H", "H", "H", "H", "H", "H", "H", "H", "H", "H", "H", "H", "H"], "xyz": [[-14.695, -39.116, 10.784], [-14.221, -39.011, 12.496], [-14.445, -37.504, 13.067], [-14.322, -37.551, 14.797], [-13.106, -39.524, 12.754], [-14.951, -39.421, 12.859], [-15.353, -37.272, 12.847], [-13.677, -36.793, 12.628], [-20.151, -38.264, 14.247], [-19.686, -37.852, 12.820], [-19.356, -38.880, 11.827], [-20.392, -39.803, 11.503], [-21.576, -39.410, 10.991], [-18.946, -38.242, 10.623], [-18.293, -39.298, 9.731], [-21.300, -38.658, 14.209], [-20.069, -37.405, 14.883], [-19.428, -38.919, 14.799], [-18.962, -37.030, 12.883], [-20.545, -37.232, 12.286], [-20.613, -40.234, 12.491], [-19.962, -40.757, 11.166], [-22.058, -38.459, 11.020], [-22.267, -40.007, 11.141], [-21.356, -39.369, 9.871], [-18.100, -37.532, 10.965], [-19.680, -37.745, 10.019], [-18.903, -39.843, 9.263], [-17.328, -39.642, 9.998], [-17.864, -38.752, 8.989], [-14.202, -33.565, 14.367], [-15.544, -33.149, 13.694], [-15.303, -32.889, 12.201], [-16.349, -33.052, 11.308], [-17.600, -32.553, 11.849], [-14.605, -31.559, 11.940], [-13.508, -31.687, 10.867], [-13.426, -32.761, 14.221], [-13.735, -34.532, 13.923], [-14.581, -33.731, 15.509], [-15.906, -32.232, 14.393], [-16.058, -33.977, 13.679], [-16.706, -34.126, 11.447], [-16.101, -32.840, 10.408], [-17.972, -32.126, 12.894], [-18.263, -33.307, 11.384], [-17.709, -31.507, 11.484], [-14.324, -31.125, 12.874], [-15.233, -30.689, 11.719], [-12.818, -32.225, 11.216], [-13.154, -30.684, 10.706], [-13.839, -32.264, 9.946], [-12.812, -35.425, 10.215], [-11.634, -36.437, 10.262], [-11.148, -36.940, 11.653], [-10.475, -38.073, 11.756], [-9.635, -38.504, 10.730], [-10.517, -35.736, 12.400], [-10.933, -35.864, 13.823], [-12.721, -34.577, 10.712], [-13.739, -35.914, 10.514], [-12.962, -35.034, 9.234], [-10.952, -36.092, 9.495], [-11.949, -37.362, 9.856], [-11.190, -38.684, 11.562], [-10.239, -38.186, 12.664], [-9.904, -38.306, 9.618], [-9.618, -39.591, 10.842], [-8.689, -38.053, 10.767], [-10.685, -34.756, 11.698], [-9.443, -35.824, 12.204], [-10.414, -35.080, 14.365], [-10.693, -36.703, 14.217], [-11.963, -35.677, 14.024], [-13.494, -41.135, 15.459], [-13.721, -42.559, 14.974], [-15.209, -42.943, 15.303], [-16.216, -42.332, 14.614], [-16.164, -42.096, 13.245], [-15.300, -44.480, 15.444], [-16.527, -44.751, 16.264], [-13.411, -41.068, 16.446], [-14.305, -40.525, 15.331], [-12.680, -40.762, 14.926], [-12.910, -42.816, 15.597], [-13.449, -42.771, 13.848], [-16.089, -41.280, 14.859], [-17.244, -42.443, 15.021], [-15.248, -42.127, 12.558], [-16.954, -41.417, 12.760], [-16.514, -42.907, 12.621], [-14.394, -44.713, 16.002], [-15.125, -44.948, 14.519], [-16.602, -45.774, 16.525], [-17.475, -44.489, 15.719], [-16.743, -44.132, 17.224], [-15.148, -40.260, 4.531], [-14.640, -38.795, 4.844], [-13.744, -38.872, 5.945], [-12.654, -37.982, 5.897], [-12.991, -36.625, 5.675], [-14.461, -38.915, 7.222], [-13.676, -39.456, 8.418], [-15.776, -40.280, 3.613], [-15.553, -40.431, 5.506], [-14.350, -40.842, 4.286], [-15.387, -38.027, 5.109], [-14.209, -38.425, 3.812], [-12.108, -38.277, 5.070], [-11.946, -38.156, 6.709], [-13.826, -36.141, 5.307], [-12.049, -36.493, 5.077], [-12.817, -36.333, 6.690], [-15.446, -39.476, 7.154], [-14.656, -37.870, 7.304], [-13.159, -40.363, 7.896], [-14.386, -39.801, 9.212], [-12.982, -38.738, 8.536]]}

***

[3]
{"formula": "C16H26B2IN3O2", "method": "ωB97M-V with the def2-TZVPD basis set", "smiles": "C[C@@H](I)CBCB(O)O.c1cc[nH]c1.c1cc[nH]c1.c1cc[nH]c1", "charge": 0, "lumo_ev": 0.248, "species": ["C", "C", "I", "C", "B", "C", "B", "O", "O", "H", "H", "H", "H", "H", "H", "H", "H", "H", "H", "H", "N", "C", "C", "C", "C", "H", "H", "H", "H", "H", "N", "C", "C", "C", "C", "H", "H", "H", "H", "H", "N", "C", "C", "C", "C", "H", "H", "H", "H", "H"], "xyz": [[3.957, -4.127, -2.209], [2.418, -3.985, -1.948], [2.165, -3.974, 0.233], [1.841, -2.640, -2.448], [0.244, -2.604, -2.667], [-0.641, -3.877, -2.271], [-2.203, -3.697, -2.543], [-2.785, -3.963, -3.793], [-3.079, -3.271, -1.529], [4.133, -4.965, -2.892], [4.385, -3.237, -2.670], [4.479, -4.368, -1.286], [1.947, -4.856, -2.395], [2.034, -1.904, -1.655], [2.305, -2.304, -3.385], [-0.198, -1.608, -3.149], [-0.272, -4.713, -2.889], [-0.498, -4.068, -1.198], [-2.322, -4.724, -4.115], [-2.634, -3.494, -0.721], [0.550, 2.478, -2.899], [-0.360, 1.559, -3.347], [-1.143, 1.191, -2.284], [-0.691, 1.920, -1.153], [0.354, 2.707, -1.564], [1.253, 2.917, -3.462], [-0.371, 1.247, -4.377], [-1.952, 0.479, -2.313], [-1.088, 1.872, -0.152], [0.972, 3.406, -1.026], [-0.305, 0.048, 1.868], [-1.096, 0.843, 2.652], [-1.821, 0.028, 3.482], [-1.450, -1.310, 3.191], [-0.510, -1.264, 2.192], [0.328, 0.377, 1.163], [-1.075, 1.914, 2.549], [-2.538, 0.355, 4.217], [-1.827, -2.204, 3.659], [0.026, -2.047, 1.683], [-0.885, 5.270, 3.251], [-0.333, 6.510, 3.427], [0.349, 6.500, 4.617], [0.205, 5.205, 5.177], [-0.558, 4.467, 4.311], [-1.443, 4.993, 2.467], [-0.473, 7.288, 2.696], [0.890, 7.331, 5.038], [0.616, 4.853, 6.109], [-0.898, 3.446, 4.357]]}

***

[4]
{"formula": "C4H14N4", "method": "ωB97M-V with the def2-TZVPD basis set", "e_above_lowest_kcal_mol": 55.3, "charge": 0, "lumo_ev": 0.592, "species": ["C", "C", "C", "N", "H", "H", "H", "H", "H", "H", "H", "H", "H", "C", "N", "N", "N", "H", "H", "H", "H", "H"], "xyz": [[1.087, -0.762, 0.757], [0.712, -0.457, -1.172], [2.064, -1.917, 0.735], [0.004, -0.875, 1.580], [1.585, 0.197, 0.897], [-0.664, 0.284, 1.515], [-0.450, -1.777, 1.454], [2.846, -1.744, -0.002], [2.529, -2.024, 1.717], [0.348, -1.449, -1.454], [0.123, 0.310, -1.680], [1.714, -0.334, -1.590], [1.554, -2.848, 0.481], [-1.531, 1.466, -0.109], [-1.248, 2.477, -0.990], [-2.310, 0.430, -0.548], [-1.175, 1.479, 1.147], [-1.338, 2.244, -1.967], [-0.393, 2.980, -0.811], [-2.393, -0.309, 0.139], [-2.431, 0.354, -1.547], [-0.635, 2.276, 1.449]]}

***

[5]
{"formula": "CH4OS3", "method": "ωB97M-V with the def2-TZVPD basis set", "e_above_lowest_kcal_mol": 42.3, "charge": 0, "lumo_ev": [-1.581, -1.463], "species": ["C", "O", "S", "S", "S", "H", "H", "H", "H"], "xyz": [[-0.358, 0.970, -0.801], [2.943, -1.566, 1.488], [0.778, 1.710, 0.463], [2.633, -1.610, -0.109], [2.617, 1.679, -0.178], [-0.865, 0.182, -0.168], [0.134, 0.417, -1.625], [-1.008, 1.763, -1.262], [3.551, -0.811, 1.702]]}

***

[6]
{"formula": "C4H5Br3", "method": "ωB97M-V with the def2-TZVPD basis set", "e_above_lowest_kcal_mol": 0.0, "charge": 0, "lumo_ev": 0.491, "species": ["C", "C", "C", "C", "Br", "Br", "Br", "H", "H", "H", "H", "H"], "xyz": [[1.129, 0.057, 0.618], [-0.318, 0.319, 0.289], [0.886, 0.438, -0.813], [-1.337, -0.773, 0.168], [-1.029, 2.011, 0.874], [1.402, 2.175, -1.439], [0.994, -0.907, -2.176], [1.648, 0.778, 1.239], [1.424, -0.965, 0.820], [-1.963, -0.797, 1.059], [-0.861, -1.746, 0.054], [-1.977, -0.591, -0.694]]}